{"formula": "C27H23Cl3N9ORuSe2", "method": "the ωB97M-V functional and the def2-TZVPD basis", "elements": ["Ru", "C", "Se", "C", "C", "Se", "C", "H", "H", "H", "H", "H", "H", "H", "H", "H", "H", "N", "C", "N", "N", "N", "N", "C", "N", "N", "N", "N", "H", "Cl", "C", "C", "C", "Cl", "C", "O", "C", "Cl", "C", "H", "H", "C", "C", "C", "C", "C", "C", "C", "C", "C", "C", "C", "C", "C", "C", "C", "H", "H", "H", "H", "H", "H", "H", "H", "H", "H"], "coordinates": [[-1.3794, 0.1274, 1.1785], [-1.8442, 2.8527, -4.0316], [-2.3389, 2.1986, -2.2580], [-0.7391, 2.8919, -1.3574], [-1.0447, 3.8828, -0.2597], [-1.7081, 3.0441, 1.3781], [-3.5938, 3.4690, 1.1511], [-0.8879, 2.4289, -4.3317], [-1.7968, 3.9406, -4.0525], [-2.6127, 2.5148, -4.7245], [-0.1501, 3.3794, -2.1388], [-0.1815, 2.0424, -0.9669], [-1.7882, 4.6157, -0.5760], [-0.1374, 4.4099, 0.0433], [-3.6907, 4.5259, 0.9070], [-4.0698, 3.2720, 2.1106], [-4.0290, 2.8295, 0.3882], [-3.6743, -2.5105, 1.1060], [-4.0804, -1.3366, 0.5122], [-5.2577, -1.1861, -0.0742], [-5.2549, 0.1010, -0.4800], [-4.1523, 0.6752, -0.1608], [-3.3703, -0.2082, 0.5022], [-2.3687, -2.7764, 1.4680], [-1.9278, -3.9964, 1.7237], [-0.6315, -3.8121, 2.0504], [-0.3172, -2.5689, 1.9899], [-1.4166, -1.8614, 1.6366], [-4.2564, -3.3135, 0.9471], [0.0076, 0.5822, 8.4003], [0.0372, 0.6637, 6.6506], [-1.1438, 0.5588, 5.9387], [-1.0969, 0.6297, 4.5624], [-2.5989, 0.5213, 3.6745], [0.0958, 0.7908, 3.8009], [0.1410, 0.8885, 2.5351], [1.2594, 0.9011, 4.6155], [2.7778, 1.1389, 3.8082], [1.2427, 0.8382, 5.9919], [-2.0895, 0.4292, 6.4455], [2.1682, 0.9212, 6.5442], [-0.0647, -0.1641, -0.1982], [0.8598, -0.5058, -0.9532], [1.8905, -1.0451, -1.7029], [1.9820, -2.5109, -1.7392], [1.5079, -3.2543, -0.6468], [1.5287, -4.6366, -0.6624], [2.0200, -5.3240, -1.7671], [2.4843, -4.6047, -2.8600], [2.4663, -3.2187, -2.8484], [2.8499, -0.1966, -2.3909], [4.1390, -0.6357, -2.7490], [5.0377, 0.2051, -3.3824], [4.6941, 1.5173, -3.6842], [3.4319, 1.9761, -3.3204], [2.5329, 1.1417, -2.6864], [1.1197, -2.7264, 0.2163], [1.1565, -5.1755, 0.2001], [2.0270, -6.4077, -1.7813], [2.8539, -5.1274, -3.7359], [2.8046, -2.6740, -3.7205], [4.4431, -1.6416, -2.4950], [6.0265, -0.1648, -3.6314], [5.3990, 2.1734, -4.1806], [3.1478, 3.0013, -3.5328], [1.5614, 1.5037, -2.3962]], "lumo_energy_ev": [3.95, 3.94], "homo_lumo_gap_ev": [4.8, 5.8], "charge": -2, "relative_energy_kcal_mol": 21.7, "multiplicity": 2}